1.
DFT (ωB97M-V/def2-TZVPD) results for one molecule with the formula C11H23NO at a distorted geometry.

Output
**HOMO-LUMO gap**: 8.94 eV
**Energy above the lowest of the compared OMol25 structures with the same formula, charge and spin**: 0.0 kJ/mol
**HOMO**: -0.2947 Eh
**SMILES string**: CCN1CCO[C@@]1(C)CCC(C)C
**Net charge**: 0

Geometry (Å):
1 C 2.200230 -0.963334 1.413443
2 C 2.250575 -1.009151 -0.043321
3 N 0.941420 -1.379265 -0.382081
4 C 0.631704 -2.783269 -0.739577
5 C -0.859104 -2.741236 -1.291306
6 O -1.023947 -1.318623 -1.401824
7 C 0.111552 -0.574053 -1.362446
8 C 0.720764 -0.581415 -2.687402
9 C -0.188988 0.769040 -0.689646
10 C -1.277790 0.607904 0.543322
11 C -1.228725 1.887066 1.574689
12 C -0.667521 3.237988 0.786754
13 C -2.461159 2.198833 2.341287
14 H 2.141944 -2.002931 1.819773
15 H 1.452511 -0.265103 1.849816
16 H 3.235309 -0.587075 1.690967
17 H 2.581446 -0.149677 -0.573938
18 H 2.951598 -1.721197 -0.415461
19 H 0.716866 -3.531098 0.115078
20 H 1.428059 -3.064480 -1.488380
21 H -0.805774 -3.103194 -2.363975
22 H -1.733009 -3.310256 -0.792212
23 H 1.467472 0.165215 -2.749366
24 H 1.197634 -1.578344 -2.994229
25 H -0.036559 -0.376087 -3.398763
26 H -0.553875 1.391079 -1.456137
27 H 0.670437 1.256576 -0.384070
28 H -0.970986 -0.251732 1.147311
29 H -2.384116 0.582853 0.216332
30 H -0.577006 1.742375 2.361736
31 H 0.444385 3.085980 0.669846
32 H -0.880629 4.183149 1.323360
33 H -1.178833 3.416733 -0.124856
34 H -3.153038 2.454963 1.623186
35 H -2.773991 1.241135 2.880093
36 H -2.388855 3.070632 2.981998

Forces on the atoms, in the same order (eV/Å):
3.14 0.73 2.57
-0.81 -0.72 -0.72
-3.67 -1.15 -1.79
0.63 -0.63 0.92
1.81 0.36 -1.70
-3.77 -1.01 0.25
1.57 -1.50 3.48
1.40 -1.14 -1.50
-3.15 -1.90 0.74
0.17 2.45 0.12
1.06 1.70 -3.32
0.37 -1.50 2.15
-0.32 -1.98 0.77
-0.36 0.95 -0.15
0.40 -0.69 -0.48
-0.95 -0.32 0.56
-0.07 1.45 -0.05
0.86 -1.08 -0.04
0.05 1.16 -0.76
-1.09 -0.45 0.21
-0.27 -0.11 1.11
1.65 1.42 -0.25
0.99 0.83 -0.31
-0.73 1.30 0.67
-0.69 0.38 -0.93
-0.99 1.03 -0.88
1.93 0.55 0.95
-0.43 -0.14 -0.44
1.94 -0.44 0.10
2.39 -0.82 1.12
-1.26 0.56 -0.17
0.39 -0.64 0.37
-0.24 -0.37 -1.25
-2.39 0.40 -1.39
0.06 1.49 -0.39
0.37 -0.19 0.44


2.
DFT (ωB97M-V/def2-TZVPD) results for C13H30AsF9O17S2V2 as an isolated structure at a distorted geometry.

Output
**HOMO-LUMO gap**: 1.44 eV
**HOMO**: -0.0931 Eh
**Net charge**: -2

Geometry (Å):
1 O -4.720015 -0.320397 -23.453447
2 V -5.570944 1.105582 -23.279549
3 O -6.245034 1.435132 -24.690742
4 O -9.560406 -5.973504 -15.187795
5 V -9.411330 -4.992991 -16.487032
6 O -8.062998 -5.379655 -17.207985
7 C -7.200309 -0.688681 -11.649999
8 F -6.620666 0.377004 -11.141722
9 F -6.353811 -1.669436 -11.482005
10 F -8.303394 -0.787813 -10.929520
11 S -7.669527 -0.352662 -13.536237
12 O -6.338799 -0.099434 -14.214870
13 O -8.302586 -1.565377 -14.031843
14 O -8.594523 0.782500 -13.570859
15 S -5.909528 4.044768 -18.819212
16 O -7.141465 4.005251 -17.998561
17 O -5.736871 2.752198 -19.460267
18 O -5.924110 5.087847 -19.829097
19 O -4.716234 4.197179 -17.968824
20 As -10.901686 -1.477496 -21.675421
21 F -10.560321 -2.118171 -20.028032
22 F -9.297289 -0.807670 -21.726682
23 F -11.234342 -0.917499 -23.364420
24 F -12.494911 -2.336640 -21.707185
25 F -11.670442 -0.016257 -20.967841
26 F -10.198772 -3.072427 -22.302421
27 C -11.370545 -7.640472 -19.092915
28 O -11.873448 -6.732266 -18.129207
29 C -13.293521 -6.531291 -18.300654
30 C -13.907785 -5.572806 -17.224708
31 O -13.152856 -4.403687 -16.823840
32 C -13.727562 -3.469722 -15.930652
33 H -10.301390 -7.850981 -19.119376
34 H -11.577676 -7.446006 -20.145232
35 H -11.691118 -8.659239 -18.875096
36 H -13.655894 -7.539658 -18.500601
37 H -13.537254 -6.188054 -19.306081
38 H -14.369961 -5.943132 -16.309637
39 H -14.727929 -5.152407 -17.806717
40 H -14.573470 -3.907915 -15.400998
41 H -14.161053 -2.629630 -16.473264
42 H -12.909634 -3.120458 -15.300486
43 C -10.511060 8.514793 -21.992644
44 O -11.091556 7.826604 -23.067989
45 C -11.545528 6.479180 -22.738671
46 C -11.784127 5.835371 -24.118591
47 O -13.216108 5.838163 -24.552570
48 C -13.826908 7.138351 -24.359902
49 H -9.974446 9.334481 -22.470399
50 H -9.896573 7.834472 -21.403011
51 H -11.369981 8.863597 -21.419325
52 H -12.379016 6.516088 -22.037224
53 H -10.816634 5.796759 -22.301500
54 H -11.397082 4.837247 -23.913521
55 H -11.109376 6.172505 -24.905445
56 H -14.715794 7.190995 -24.988567
57 H -13.321842 8.098183 -24.468213
58 H -14.251082 7.254062 -23.362509
59 C -5.936115 1.666040 -32.910525
60 O -4.898002 0.743078 -32.725198
61 C -4.606871 0.334009 -31.392881
62 C -5.727907 -0.429969 -30.716861
63 O -5.259631 -1.028683 -29.480638
64 C -6.334597 -1.749843 -28.825348
65 H -6.119187 1.991313 -33.934626
66 H -5.605778 2.568936 -32.396952
67 H -6.863113 1.396791 -32.404287
68 H -4.365728 1.229392 -30.819983
69 H -3.730590 -0.312842 -31.350135
70 H -6.022416 -1.214360 -31.414061
71 H -6.547445 0.273236 -30.568662
72 H -7.008673 -2.262817 -29.511338
73 H -6.930142 -1.053916 -28.234501
74 H -6.016388 -2.588377 -28.205909

Forces on the atoms, in the same order (eV/Å):
-2.07 3.82 0.58
1.07 -3.46 -1.74
0.85 -0.15 1.78
0.29 2.41 -3.22
1.02 -2.55 2.10
-1.84 0.44 0.87
-0.81 2.02 -2.43
1.15 1.54 0.16
0.11 -1.59 0.20
-1.07 -1.46 0.56
2.23 1.44 -2.74
-2.68 -0.61 2.35
-0.10 -0.94 0.73
0.99 -0.85 1.14
-1.02 1.08 1.61
0.84 0.46 -0.48
0.50 -2.20 -1.57
-0.38 0.62 -0.72
0.17 -0.08 0.47
-0.81 -1.77 -0.49
-0.48 0.60 -1.08
-0.69 0.15 -0.01
0.44 -0.45 1.81
1.26 0.96 0.27
0.96 -1.51 -0.87
-0.69 1.81 0.43
0.29 -1.35 -0.32
0.55 0.55 -0.37
1.44 0.11 0.00
-1.12 1.38 -0.46
1.68 -1.52 -1.06
-0.49 -0.28 -0.60
0.39 1.17 0.81
-0.59 0.60 0.08
-0.84 -0.15 0.07
-1.02 -0.35 1.57
0.63 1.22 -0.09
0.38 -0.94 -0.05
-0.58 -0.12 0.04
0.21 -0.18 0.57
0.20 0.16 -0.21
-0.39 0.01 0.25
-0.87 -0.19 -0.34
0.04 -1.78 -0.06
0.56 1.22 -1.97
-1.70 -0.65 1.01
1.98 1.49 0.43
-1.20 -0.48 0.37
0.22 0.06 0.57
0.32 0.34 0.13
0.35 0.50 0.72
-0.39 -0.08 -0.30
0.72 0.77 0.47
-1.13 -0.70 -0.64
-0.27 0.81 0.13
0.14 -0.29 -0.37
1.12 -0.55 -0.61
0.11 -0.47 0.47
0.26 1.13 1.63
0.32 -1.54 -0.92
0.02 0.60 0.51
0.32 -0.31 0.40
-1.03 -0.25 -0.74
-0.08 0.30 -0.27
0.30 -0.82 -0.17
-0.16 0.56 0.14
-0.22 -0.33 -0.34
0.05 0.15 0.30
0.11 0.13 -0.65
-0.33 -0.17 -0.01
-0.36 -0.27 0.41
-0.02 0.33 -0.62
0.02 -0.03 0.13
0.82 0.51 0.20


3.
DFT (ωB97M-V/def2-TZVPD) results for C30H36ClF2N7PS2W as an isolated structure.

Output
**HOMO-LUMO gap**: 6.04 eV
**Energy above the lowest of the compared OMol25 structures with the same formula, charge and spin**: 0.0 kJ/mol
**HOMO**: -0.1358 Eh
**Net charge**: -1

Geometry (Å):
1 W -0.598616 1.627217 1.025521
2 F -3.788024 0.081942 -3.149596
3 C -3.544741 1.045702 -2.220149
4 C -2.481482 0.894987 -1.370882
5 C -2.182804 1.868573 -0.392931
6 C -3.043291 2.997326 -0.344964
7 C -4.116062 3.083418 -1.231205
8 F -4.966242 4.145469 -1.189211
9 C -4.400645 2.134050 -2.184567
10 C -2.707474 4.006129 0.659788
11 C -3.344487 5.242310 0.830436
12 C -2.908886 6.109856 1.807731
13 C -1.837531 5.746932 2.612211
14 C -1.247391 4.523472 2.388858
15 N -1.661148 3.672264 1.442931
16 H -1.878690 0.000662 -1.465934
17 H -5.241505 2.234261 -2.853792
18 H -4.168144 5.513186 0.194138
19 H -3.400074 7.066000 1.940261
20 H -1.462861 6.394190 3.392416
21 H -0.407337 4.187914 2.980588
22 S 0.832548 1.959852 2.983267
23 C 2.249861 2.761656 2.321724
24 C 3.379987 2.875180 3.186651
25 N 4.278709 2.932463 3.905373
26 C 2.312766 3.204413 1.042701
27 S 0.964735 3.072297 -0.080689
28 C 3.506209 3.807503 0.541480
29 N 4.476465 4.276100 0.133720
30 Cl -2.273713 0.860212 2.658496
31 N -0.063625 0.042512 0.327260
32 P 0.466764 -1.325747 -0.227910
33 N -0.417616 -2.659269 0.215636
34 C -0.370853 -2.892340 1.685800
35 C -1.508693 -3.808325 2.103828
36 C -2.867292 -3.131882 1.875951
37 C -2.822141 -2.241931 0.625239
38 C -1.779797 -2.761930 -0.354216
39 N 0.399994 -1.290700 -1.883783
40 C 0.742251 -0.013988 -2.543095
41 C 0.387874 -0.111825 -4.015982
42 C 1.243047 -1.178434 -4.721260
43 C 1.647736 -2.293772 -3.745525
44 C 0.558366 -2.498563 -2.702654
45 N 1.971315 -1.594994 0.386791
46 C 2.724143 -2.809983 0.097022
47 C 3.463604 -3.289461 1.352519
48 C 3.932795 -2.101310 2.210610
49 C 4.127681 -0.866761 1.339583
50 C 2.783077 -0.419524 0.778652
51 H -0.458048 -1.939978 2.224940
52 H 0.594158 -3.329117 1.939317
53 H -1.377955 -4.073317 3.154165
54 H -1.441726 -4.739544 1.533088
55 H -3.129737 -2.521916 2.741848
56 H -3.639899 -3.898463 1.773618
57 H -2.559859 -1.216607 0.900362
58 H -3.798082 -2.197097 0.138135
59 H -1.813360 -2.193709 -1.282679
60 H -1.971571 -3.809829 -0.609580
61 H 1.809666 0.216556 -2.430688
62 H 0.190538 0.787294 -2.054192
63 H 0.521183 0.864989 -4.482002
64 H -0.675121 -0.354360 -4.095576
65 H 2.139241 -0.722888 -5.147896
66 H 0.680777 -1.604611 -5.555553
67 H 2.574359 -2.029950 -3.228130
68 H 1.837049 -3.227832 -4.278151
69 H 0.778840 -3.347594 -2.055910
70 H -0.389026 -2.728317 -3.207699
71 H 3.440179 -2.625215 -0.714752
72 H 2.036494 -3.579536 -0.253306
73 H 4.312610 -3.904566 1.041701
74 H 2.807634 -3.934637 1.940221
75 H 4.853220 -2.353135 2.739458
76 H 3.182686 -1.872041 2.971492
77 H 4.836399 -1.087077 0.535064
78 H 4.548729 -0.038440 1.911264
79 H 2.923917 0.266074 -0.064043
80 H 2.227944 0.117557 1.546648

Forces on the atoms, in the same order (eV/Å):
-0.06 0.45 -0.01
0.00 0.00 0.00
0.04 0.02 0.03
0.01 -0.08 -0.02
-0.04 0.07 -0.02
0.03 0.02 0.02
0.01 -0.04 -0.03
0.00 0.00 0.00
-0.02 0.01 0.00
0.05 -0.01 0.02
-0.02 0.00 0.00
0.02 -0.03 0.01
-0.03 0.03 0.00
0.00 -0.03 -0.03
-0.04 0.01 0.05
-0.02 0.04 -0.02
0.00 0.01 0.01
-0.01 -0.01 0.00
0.00 0.00 -0.01
0.01 -0.01 0.00
0.00 0.00 0.01
-0.03 -0.01 0.02
-0.09 -0.02 -0.17
0.12 0.02 0.11
-0.01 0.00 -0.01
-0.11 -0.08 0.03
-0.07 -0.09 0.04
0.20 0.08 0.06
-0.06 0.00 -0.06
-0.06 -0.01 0.07
0.30 -0.38 -0.14
-0.20 -0.02 -0.12
0.19 0.08 -0.04
-0.03 0.01 0.04
-0.01 0.01 -0.01
0.00 -0.01 -0.01
0.01 0.01 -0.01
-0.04 0.01 -0.04
0.03 -0.04 0.18
-0.03 0.00 -0.01
0.00 0.01 -0.01
-0.01 0.00 -0.01
0.00 0.02 0.01
-0.06 0.00 0.02
-0.04 0.00 0.04
0.01 0.05 -0.01
-0.01 0.00 0.02
0.02 -0.02 -0.03
0.01 -0.02 0.01
-0.02 0.05 0.01
0.00 -0.01 0.01
0.00 -0.01 -0.01
0.00 0.00 0.01
0.01 0.00 0.00
0.01 0.02 0.00
-0.01 0.00 0.01
-0.03 -0.04 -0.01
0.00 0.00 -0.01
0.01 -0.03 0.00
-0.01 0.01 -0.01
0.01 0.01 0.00
0.03 0.00 -0.02
0.00 0.00 -0.01
0.00 0.00 0.00
0.00 0.00 0.01
0.01 0.00 -0.01
0.00 0.00 0.00
-0.01 -0.01 0.00
0.00 0.01 -0.02
0.00 -0.01 0.00
-0.01 -0.01 -0.01
-0.02 0.00 0.01
0.02 0.02 0.00
0.01 -0.01 0.00
-0.01 -0.02 0.01
-0.02 0.00 -0.01
0.00 0.00 -0.01
0.00 -0.01 0.00
0.00 -0.01 0.00
0.03 0.02 -0.02


4.
DFT (ωB97M-V/def2-TZVPD) results for one molecule with the formula C3H3N3O at a distorted geometry.

Output
**HOMO-LUMO gap (alpha / beta)**: 8.42 / 8.42 eV
**Energy above the lowest of the compared OMol25 structures with the same formula, charge and spin**: 505.3 kJ/mol
**HOMO (alpha / beta)**: -0.3502 / -0.3502 Eh
**SMILES string**: Oc1cnncn1
**Net charge**: 0

Geometry (Å):
1 O 1.579200 -0.539520 0.654568
2 C 1.012734 -0.050158 -0.419468
3 C 0.431642 1.297366 -0.249432
4 N -0.585284 1.103102 0.518863
5 N -1.002302 -0.146598 0.868152
6 C -0.937688 -0.924650 -0.280131
7 N 0.150310 -0.893515 -1.000952
8 H 0.585346 -0.687826 1.141964
9 H 0.668562 2.251182 -0.701219
10 H -1.814973 -1.479999 -0.588860

Forces on the atoms, in the same order (eV/Å):
-0.36 -0.10 0.16
-0.40 -0.11 0.04
-0.08 0.18 -0.07
0.35 0.10 -0.07
-0.77 0.39 -0.56
-0.28 0.10 -0.16
-0.08 0.09 0.16
1.27 -0.17 -0.05
0.10 -0.06 0.33
0.24 -0.43 0.20